1.
This record from the Open Molecules 2025 dataset describes C32H31ClFeNO5S2 as an isolated structure. The level of theory is ωB97M-V with the def2-TZVPD basis set.

ORCA input file:
```
! wB97M-V def2-TZVPD RIJCOSX def2/J DEFGRID3
* xyz -2 6
H -1.3700 -0.5409 5.1846
H -6.1744 -0.3874 -0.3133
C -0.9155 -0.3024 4.2151
C -4.4566 0.8107 0.2499
H 3.1425 -7.1251 -0.1788
S 0.0180 -2.9545 1.7822
O -2.2454 -0.1520 0.0031
C 4.1217 -1.8620 -2.1931
C -4.0542 2.1086 0.7529
O -2.8161 2.3741 1.0898
H -3.2319 0.2851 2.8494
C 0.5704 0.6730 0.0300
H -3.3408 0.6943 4.5748
H 1.0325 -0.2847 -4.3633
H 4.1337 -2.5312 -3.0471
H 1.1615 -7.5026 1.2840
C 1.4807 -6.5174 0.9740
O -1.9413 2.4133 -1.6639
C 2.5506 -6.2967 0.1801
C 2.1010 -3.9200 0.2952
H 4.4364 0.7044 -4.4923
O -0.2499 3.4805 -0.3283
C 1.1960 0.7143 -3.9712
H -0.7053 0.7954 -2.9455
C 2.5939 2.6327 -3.7023
C 1.6424 0.1940 -0.3022
O -1.0783 4.6341 -2.3232
H -1.1963 -1.0764 3.5013
H -4.7056 4.0414 1.3200
C 2.4009 1.3556 -4.2257
H -3.3492 1.9706 3.3342
H -1.4003 3.1108 4.4628
H -0.1245 2.3074 2.4515
C 2.8579 -4.9429 -0.1635
C 0.2144 1.3103 -3.1897
H 3.6329 1.1750 -5.9931
C 5.2981 -1.6016 -1.4996
C 3.4847 0.6833 -5.0274
H 2.0126 -1.4750 -2.3449
C -1.3984 1.0732 3.7173
H 1.7583 4.2402 -2.5425
C -5.0365 3.0741 0.9603
C 2.8708 -0.3954 -0.7107
C 1.6084 3.2475 -2.9482
Fe -1.2414 1.4468 0.5694
C -1.0230 2.1309 4.7637
H 3.7075 -4.7250 -0.7997
H 0.0631 2.1993 4.8694
C 0.9667 -4.1431 1.1579
C -0.6798 1.3615 2.4142
C -3.5418 -0.2135 -0.0320
S -0.8314 3.3615 -1.6749
C 2.9290 -1.2704 -1.8075
H 4.0392 0.5285 0.8260
H 6.1668 -0.5213 0.1409
N 0.7278 -5.4786 1.4288
Cl -8.4875 1.2300 0.0252
H 3.2353 -0.3617 -5.2160
C 5.2586 -0.7353 -0.4118
H -0.0628 -5.6433 2.0340
C 0.4209 2.5806 -2.6825
H -1.4493 1.8819 5.7425
C -5.8487 0.5806 0.0494
H -7.1450 3.5936 0.9203
H 6.2306 -2.0632 -1.8023
H -3.9684 -1.1697 -0.3613
H 0.1717 -0.3244 4.3208
H 3.5339 3.1458 -3.8820
H 2.3242 -2.8933 0.0437
C -2.9261 1.0073 3.6085
C -6.3998 2.8304 0.7409
C -6.7688 1.5705 0.2947
C 4.0689 -0.1419 -0.0231
*
```

⟨S²⟩: 8.882
E_tot: -4189.128280 Eh
energy above the lowest of the compared OMol25 structures with the same formula, charge and spin: 4.168 eV

2.
This record from the Open Molecules 2025 dataset describes a 6-piece molecular cluster, C32H31ClIN5O3 overall. The level of theory is ωB97M-V with the def2-TZVPD basis set.

ORCA input file:
```
! wB97M-V def2-TZVPD RIJCOSX def2/J DEFGRID3
* xyz 0 1
C 3.8168 -1.5551 2.4653
C 4.5789 -2.0659 5.0763
H 2.4372 0.2134 -1.3795
H -6.3162 5.8531 -0.1258
N -7.3178 2.4730 -5.8093
C -2.9775 1.4685 -5.0791
C -6.4290 2.4626 -0.1869
C 0.7515 1.1096 -2.3826
H 9.0130 -3.3802 5.6947
C -1.8097 -0.1687 -6.1930
C 6.0932 -2.4642 5.5623
H 2.7470 -2.2166 0.4653
C -7.3575 2.9026 -4.5290
N -1.8355 0.7595 -5.2115
H -8.4476 1.9487 -7.4532
H -2.9720 2.2096 -4.2847
C -4.0353 0.3284 -6.8844
H -7.0541 1.6160 0.0736
O 6.9961 -3.3131 5.0651
H -2.7951 -1.1731 -7.8199
C 10.9620 -5.9311 6.7538
N -4.3573 3.2777 -1.1204
H -4.9851 1.8873 -5.7284
H 2.5428 -2.4588 4.1282
C 9.8972 -3.9718 5.9134
H -4.1105 5.3247 -1.1728
H 1.7036 -0.9403 1.5474
H -10.6555 2.3745 -6.3649
C -4.0931 1.2904 -5.8813
C -9.7310 2.5313 -5.8209
C -6.8495 3.7668 0.0515
C -6.0178 4.8254 -0.2990
C -5.1856 2.2704 -0.7677
C 12.1903 -4.1116 5.8269
H 1.8698 -2.7504 2.0458
C 12.1869 -5.3688 6.4095
N 11.0718 -3.3993 5.5698
H 13.1163 -5.8966 6.5911
C 4.0148 -1.1393 6.1216
H -4.8113 1.2713 -0.9709
C -2.8722 -0.4169 -7.0470
H 8.8224 -5.6312 6.7607
H -10.6798 3.1645 -3.9933
H 13.1213 -3.6287 5.5435
H -6.3890 3.0385 -4.0566
C 9.7924 -5.2213 6.5033
H 4.7465 -1.8041 1.7898
C -8.5311 3.1607 -3.8389
C 5.2220 -0.9649 7.2221
Cl 2.3256 -0.3765 6.1721
N 0.8555 0.4185 -0.0720
H 1.2486 1.2027 -3.3415
H -1.1127 1.9660 -3.0403
H -4.8895 0.1612 -7.5341
C 2.4540 -1.8451 1.5406
H 3.8594 -0.4083 2.6955
C -0.5622 1.5333 -2.2100
C 1.4119 0.5623 -1.2944
H -8.5037 3.5016 -2.8101
O 5.0958 -0.2341 8.3351
H -0.8815 -0.7264 -6.2776
H -2.1860 1.7162 -0.7965
I 4.0908 -4.5725 3.1764
C -9.7394 2.9712 -4.5012
C -4.7936 4.5329 -0.8783
C -0.4206 0.8406 0.0657
C -8.5066 2.2965 -6.4256
H -7.8173 3.9568 0.5064
C -1.1635 1.3968 -0.9632
H 10.9195 -6.9141 7.2137
C 3.6704 -2.5139 3.7870
O 6.4113 -1.7379 6.8141
H -0.8443 0.7159 1.0580
*
```

SMILES string: CC[C@@H](I)C1=C(Cl)C(=O)OC1=O.c1ccncc1.c1ccncc1.c1ccncc1.c1ccncc1.c1ccncc1
E_tot: -2495.148484 Eh

Number 1: molar mass 665.034 g/mol. Number 2: molar mass 695.989 g/mol.